{"formula": "C31H41AsNO2PPtSi", "method": "wB97M-V/def2-TZVPD", "species": ["C", "H", "C", "H", "H", "H", "Si", "H", "H", "C", "C", "H", "C", "P", "H", "H", "H", "As", "C", "H", "H", "C", "H", "C", "H", "C", "C", "C", "C", "C", "H", "C", "C", "H", "Pt", "N", "C", "H", "C", "C", "C", "C", "H", "H", "H", "H", "H", "H", "C", "H", "H", "C", "C", "C", "H", "H", "H", "C", "H", "H", "H", "H", "C", "C", "H", "C", "H", "O", "O", "C", "C", "H", "C", "H", "H", "H", "H", "H", "H"], "xyz": [[-4.2229, 0.6076, -0.4133], [2.6437, -4.6294, -0.7576], [-0.4533, 3.6692, 1.6614], [1.3472, -0.1781, -3.3375], [-0.8470, 0.2548, -4.4244], [6.1238, 3.3309, 0.8379], [0.0340, 0.5400, -3.2363], [-1.0778, -6.3969, -0.2434], [-1.0936, 2.7788, 1.8634], [2.0866, -1.9014, 1.1876], [-0.8305, -3.1935, -2.4391], [-3.7889, -1.7152, -2.4694], [-3.3325, 2.1040, -2.6787], [-3.1242, 0.5070, -1.8543], [-4.8791, -0.4671, -3.1705], [-2.8939, 2.9027, -2.0658], [-5.2438, 0.8306, -0.7470], [1.3747, -0.0912, 1.0823], [-1.9637, -0.1554, 4.4841], [-1.0641, -1.7203, 1.5876], [-0.8410, 1.4378, 5.4194], [-1.2382, -4.2701, -0.2679], [-3.8940, 1.3999, 0.2728], [-0.9032, 0.7536, 4.5758], [-2.8299, 2.1037, -3.6503], [-0.7522, 4.2603, 0.3336], [0.0015, -0.0649, 2.4776], [-1.0058, -5.4973, -0.8542], [-3.8375, -0.7324, -2.9514], [-1.1005, -3.0646, -1.0344], [0.3403, 6.0741, 0.1436], [5.2224, 2.7193, 0.8846], [-2.0214, -1.0341, 3.3989], [-0.8105, 5.6839, -1.1900], [-1.0990, -0.1569, -1.3579], [-1.1499, -1.9007, -0.4310], [3.0301, -4.5301, 1.3689], [-4.4081, 2.2807, -2.8116], [2.6263, -4.0090, 0.1362], [-1.0217, -1.0106, 2.4194], [4.9283, 1.8089, -0.1346], [4.3476, 2.8396, 1.9671], [5.6060, 1.7088, -0.9827], [3.3874, -5.5624, 1.4380], [-4.2258, -0.3353, 0.1442], [-0.4966, -6.5434, -2.6882], [1.2701, 2.6777, -2.6255], [-0.3264, -4.4721, -4.0636], [2.1936, -2.6795, 0.0385], [-1.4270, 6.2678, 0.3994], [4.5545, 3.5554, 2.7615], [3.7676, 1.0233, -0.0752], [-0.5845, -4.4258, -3.0081], [-0.6777, -5.5769, -2.2214], [3.2974, -4.1266, 3.4738], [2.5369, 2.1312, 2.9078], [-0.3503, 3.0848, -3.2516], [2.5033, -2.4108, 2.4249], [-1.4886, -4.1281, 0.7903], [2.4552, -1.7824, 3.3199], [-0.6560, 4.4256, 2.4330], [3.5260, 0.3343, -0.8904], [0.0910, 0.7852, 3.5877], [3.1967, 2.0379, 2.0481], [-3.2504, -0.7762, -3.8751], [2.9031, 1.1216, 1.0258], [-0.6184, 2.6755, -0.3499], [0.7218, 0.0788, -0.5164], [-1.1832, 3.4266, -0.5976], [-0.6539, 5.6546, -0.0983], [0.5003, 2.3996, -3.3613], [-2.8300, -1.7561, 3.3033], [2.9749, -3.7253, 2.5111], [0.9249, 2.5582, -4.3674], [-0.7600, -2.2540, -3.0067], [1.9288, -2.2469, -0.9287], [0.6179, 3.3962, 1.7842], [-2.7342, -0.1808, 5.2549], [0.9279, 1.4711, 3.6804]], "mulliken_spin": [0.07, 0.00, 0.00, 0.05, 0.04, 0.00, 0.12, 0.00, 0.02, 0.00, 0.27, 0.00, 0.05, 0.18, 0.00, -0.01, 0.00, 0.03, 0.00, 0.03, 0.00, 0.23, -0.02, 0.00, 0.01, 0.70, 0.03, -0.10, 0.01, -0.09, 0.03, 0.01, -0.03, 0.00, 0.76, 1.10, 0.00, 0.00, 0.00, -0.02, -0.01, 0.00, 0.00, 0.00, 0.01, 0.02, 0.00, 0.00, 0.02, 0.04, 0.00, 0.01, -0.11, 0.25, 0.00, -0.01, -0.01, -0.01, 0.01, 0.00, 0.03, 0.01, 0.03, 0.01, -0.01, 0.00, 0.00, 0.06, 0.09, -0.02, 0.04, 0.00, 0.00, 0.02, 0.01, 0.01, 0.08, 0.00, -0.02], "energy_ha": -4396.806908, "s2": 6.063, "e_lumo_ha": [0.0112, -0.0191], "homo_lumo_gap_ev": [4.41, 7.08], "spin_multiplicity": 5, "charge": 0}